Entry 1:
25
Properties=species:S:1:pos:R:3:forces:R:3 method="wB97M-V/def2-TZVPD" total_energy_ha=-405.97239 e_homo_ev=-13.505 multiplicity=1 gap_ha=0.39872 charge=+1
C 3.25954 1.24657 -0.12387 1.156 1.186 0.286
C 2.75046 0.08740 0.18993 -0.670 0.008 0.617
C 1.37783 -0.35366 -0.23561 -0.283 -0.135 -0.268
O 1.30128 -1.72171 0.19197 -1.114 0.438 -0.743
C 0.11727 0.59071 0.29739 2.587 -1.970 -4.817
N -1.19639 -0.06860 0.02878 -1.415 1.457 0.490
C -2.27510 0.99222 0.49351 2.082 0.648 -2.880
C -1.49121 -0.27674 -1.40648 -0.149 -0.949 -1.961
C -1.39134 -1.37841 0.68386 0.673 1.142 2.202
H 4.21704 1.67721 0.17206 -0.064 -0.719 0.126
H 2.71689 1.94816 -0.70692 -0.688 0.429 -0.623
H 3.23337 -0.68182 0.78560 0.471 0.393 -0.006
H 1.41024 -0.32992 -1.35879 -0.547 -0.324 0.991
H 1.76409 -1.83519 1.02671 0.073 0.103 0.054
H 0.34981 0.83354 1.25132 -0.267 0.281 3.447
H 0.20596 1.53033 -0.27173 -0.359 -0.446 -0.027
H -2.14753 1.25794 1.47466 0.366 -0.097 2.726
H -1.96026 1.96518 -0.03622 -0.986 -1.662 0.284
H -3.26116 0.63134 0.29083 -0.428 -0.121 -0.357
H -2.37313 -0.91961 -1.69863 0.394 0.807 1.476
H -1.66407 0.68628 -1.86101 0.326 0.199 -0.322
H -0.71617 -0.86781 -1.91560 0.305 0.680 0.425
H -0.95905 -2.18585 0.19011 0.121 -1.099 -1.593
H -0.85899 -1.44183 1.62224 0.068 0.595 0.454
H -2.40937 -1.38576 0.91589 -1.651 -0.844 0.018

***

Entry 2:
29
Properties=species:S:1:pos:R:3:forces:R:3 method="wB97M-V/def2-TZVPD" total_energy_ha=-1675.72817 e_homo_ev=-11.478 multiplicity=1 gap_ha=0.18585 charge=+1
C -0.76614 -2.59920 0.91283 -0.071 0.790 1.643
C 1.96424 1.50966 1.14131 2.980 1.232 -2.658
C 2.35150 1.33799 -1.34897 0.751 -0.338 -1.236
C 0.52303 2.81453 -0.47112 -0.051 -0.661 -1.598
C -2.17900 -2.26233 -0.98260 0.961 1.823 -1.766
C -2.60350 -0.80459 0.94162 4.126 1.544 0.718
C 1.57349 1.79008 -0.27665 -1.730 1.447 3.583
N -1.66818 -1.74479 0.25426 0.681 -1.020 1.027
O 0.83609 -1.10012 -1.04073 -0.882 1.467 1.106
O -1.04589 0.38299 -1.48702 -0.403 0.945 -0.143
S -0.05211 -3.96938 0.47633 -0.259 -0.315 -1.264
S -0.28196 -2.01300 2.53586 -0.684 1.182 0.244
S -0.07353 -0.06053 -0.53687 0.726 -3.484 -1.474
H 1.29283 1.62440 1.91357 -1.847 -0.007 1.296
H 2.61941 0.66546 1.19286 0.024 -0.810 0.346
H 2.69990 2.36120 1.27724 -0.459 -0.425 0.002
H 1.95672 1.49167 -2.35082 -0.057 -0.291 0.134
H 2.73115 0.37465 -1.09899 -0.192 -1.374 -0.374
H 3.32683 1.77286 -1.31018 0.916 1.296 0.164
H 0.40843 2.86752 -1.57184 -0.848 0.409 0.796
H -0.38799 2.83834 0.14985 0.306 -0.736 -0.465
H 0.97583 3.71610 -0.14616 0.973 1.299 0.214
H -2.32843 -1.33487 -1.58727 -0.613 -1.016 0.095
H -1.48824 -2.88068 -1.54907 0.401 0.067 0.433
H -3.03043 -2.83892 -0.81715 -1.797 -0.697 0.146
H -2.90704 -0.11331 0.18570 -0.113 0.598 -0.443
H -3.45827 -1.16761 1.38231 -1.744 -1.631 1.000
H -1.96507 -0.24859 1.74937 -1.374 -0.881 -1.425
H 0.97630 -2.40955 2.46231 0.278 -0.413 -0.102

***

Entry 3:
32
Properties=species:S:1:pos:R:3:forces:R:3 method="wB97M-V/def2-TZVPD" total_energy_ha=-1889.15976 e_homo_ev="-4.566 / -4.466" multiplicity=2 gap_ha="0.23522 / 0.23049" charge=-1 s_squared=1.090
Pt 0.23386 -0.61696 -0.18912 0.403 -0.002 0.529
N 0.18175 1.84814 0.66119 0.311 -0.182 -0.030
C -0.28177 1.79558 2.04184 -0.091 0.272 0.201
C -1.73057 1.31454 2.09649 0.096 -0.593 0.237
C -1.85000 -0.22857 2.26139 -0.657 1.070 0.432
O -2.49048 -0.64218 3.22026 -0.096 -0.082 0.336
O -1.31022 -0.96723 1.38743 0.678 -0.443 -1.335
H 1.15996 2.10863 0.60526 -0.029 -0.071 -0.106
H -0.36523 2.50773 0.12152 0.018 -0.078 -0.112
H -0.19576 2.77766 2.54128 -0.018 -0.215 -0.065
H 0.36621 1.09385 2.57372 -0.032 0.084 0.044
H -2.24097 1.58751 1.17169 -0.057 0.120 -0.072
H -2.25717 1.76544 2.93865 0.029 -0.033 -0.093
C 2.35051 0.12262 -5.68842 -0.131 -0.300 0.054
C 2.27379 -1.37790 -5.44040 0.295 0.113 -0.253
O 1.20402 -1.71231 -4.59348 -0.374 -0.066 0.321
P 1.45023 -1.47323 -2.94090 0.192 -0.291 -0.658
S 2.41668 -0.87251 0.05899 -1.199 0.453 -0.575
S -0.39600 -0.60275 -2.55794 0.425 0.268 1.212
O 1.29151 -3.00819 -2.42511 0.210 -0.054 0.060
C 0.09643 -3.77243 -2.50233 -0.360 -0.216 -0.041
C -0.43856 -4.06421 -1.10860 0.169 0.275 -0.155
H 3.21456 0.36150 -6.30343 0.118 0.085 -0.110
H 2.43585 0.63683 -4.73462 0.050 0.134 0.071
H 1.44480 0.46475 -6.18536 -0.056 0.071 -0.027
H 3.22743 -1.72674 -5.01751 -0.072 -0.026 -0.070
H 2.09858 -1.90956 -6.38295 0.129 0.015 0.091
H 0.34854 -4.70727 -3.02170 -0.069 0.168 0.019
H -0.66624 -3.23791 -3.08532 0.222 -0.124 0.058
H 0.26608 -4.67178 -0.54481 0.049 -0.063 0.061
H -1.39075 -4.58704 -1.18399 -0.089 -0.075 0.047
H -0.58850 -3.12546 -0.56410 -0.065 -0.213 -0.073

***

Entry 4:
26
Properties=species:S:1:pos:R:3:forces:R:3 method="wB97M-V/def2-TZVPD" total_energy_ha=-1127.10613 e_homo_ev=-11.753 multiplicity=1 gap_ha=0.23282 charge=+1
C 0.87170 1.41624 0.62064 4.383 0.342 -1.063
C 2.02152 0.36996 0.26357 -2.272 -2.206 -1.322
C -1.34057 1.25625 -0.89972 0.444 -1.763 1.640
C 2.79328 -0.13537 1.50060 -3.610 0.290 -0.788
C -3.61594 0.35276 1.28347 -1.056 0.371 1.592
C 1.79310 -1.33322 -1.60384 -0.895 -2.882 -0.543
C -3.34221 -0.37105 0.04270 -0.077 -2.256 0.092
N 1.41313 -0.83919 -0.31784 -0.815 0.890 0.353
S -0.01034 2.24930 -0.67730 -0.492 -0.298 -0.482
S -1.48561 -0.28874 -0.13676 -0.534 0.290 -0.832
H 0.19055 0.95647 1.21476 -2.017 -1.156 2.091
H 1.52221 2.11000 1.15858 -0.932 0.876 0.060
H 2.53612 0.73986 -0.62006 0.939 0.619 0.614
H -2.22160 1.57566 -1.43063 0.056 0.489 -0.386
H 2.10323 -0.80672 2.09797 0.784 0.967 -0.466
H 3.10107 0.69034 2.02189 1.058 1.731 1.931
H 3.57930 -0.69125 1.15919 2.156 -1.452 -0.721
H -4.70571 0.48534 1.48318 0.800 -0.347 -0.028
H -3.09639 -0.13306 2.13307 -0.555 0.278 -0.275
H -3.19620 1.31054 1.15317 0.342 1.508 0.415
H 2.68890 -0.89038 -1.98968 0.532 0.336 -0.188
H 1.96249 -2.45920 -1.52343 0.215 1.347 -0.092
H 0.99707 -1.32225 -2.39308 0.399 0.624 0.541
H -3.69241 0.07917 -0.83699 -0.837 0.704 -1.166
H -3.87256 -1.37985 0.14930 1.716 0.792 -0.702
H 1.16551 -1.52589 0.37837 0.268 -0.093 -0.276

***

Entry 5:
24
Properties=species:S:1:pos:R:3:forces:R:3 method="wB97M-V/def2-TZVPD" total_energy_ha=-351.48336 e_homo_ev=-9.367 multiplicity=1 gap_ha=0.37690
C -1.87291 -0.33957 0.34949 -1.473 -0.494 -0.831
C -0.73176 -0.96839 0.06368 0.694 1.701 -2.032
C 0.32955 -1.21802 1.10044 -2.521 -1.373 1.206
C -0.01668 -0.59043 2.48034 1.542 1.028 -1.913
C -0.34172 -1.09624 -1.46789 -2.910 -2.318 1.713
C 0.04655 0.22207 -2.08430 1.148 -1.582 -1.761
C 1.44998 0.59122 -1.65175 0.604 -1.569 1.337
H -2.71935 -0.02782 -0.32958 1.467 -0.612 0.070
H -2.24029 -0.27928 1.33973 0.180 0.388 1.169
H 1.29223 -0.86280 0.81262 0.582 0.104 -0.351
H 0.34947 -2.30968 1.20343 0.557 -0.050 0.015
H -0.08566 0.47591 2.20088 -0.613 -0.190 0.734
H -0.85188 -0.95645 3.05873 -0.072 -0.142 -0.108
H 0.93356 -0.63429 2.97721 0.158 -0.260 1.116
H -1.29113 -1.59242 -1.90005 1.186 1.242 0.158
H 0.36113 -1.95285 -1.62039 0.183 1.127 0.148
H -0.61671 1.05087 -1.95211 -0.760 0.089 0.299
H 0.07863 -0.04061 -3.15361 -0.143 0.682 -0.010
H 2.23835 0.33321 -2.35304 -0.101 0.565 -0.466
H 1.73261 -0.08150 -0.80270 -0.200 0.848 -0.448
H 1.48436 1.59253 -1.29045 0.515 0.881 -0.024
O 0.36687 3.21816 1.13919 0.693 -1.296 -0.712
H 0.68413 2.38555 0.69985 -0.350 1.187 0.622
H -0.57930 3.08086 1.18028 -0.367 0.044 0.068

***

Entry 6:
24
Properties=species:S:1:pos:R:3:forces:R:3 method="wB97M-V/def2-TZVPD" total_energy_ha=-351.49442 e_homo_ev=-8.878 multiplicity=1 gap_ha=0.35788
C -3.19127 -0.53042 0.22071 1.060 -0.466 -0.917
C -1.74388 -0.14193 0.47381 -0.057 0.847 0.560
C -0.67152 -0.79100 0.02740 0.141 0.630 0.318
C -0.83882 -2.02818 -0.75864 1.709 -1.511 -0.822
C 0.76471 -0.38688 0.19359 -0.175 -0.109 -1.348
C 1.00350 0.91603 0.95040 0.322 1.126 -1.202
C 2.44628 1.49675 1.03640 -1.018 -0.765 1.694
H -3.23504 -1.14752 -0.70427 -0.211 0.523 0.480
H -3.83105 0.35420 0.09272 0.104 -0.441 0.293
H -3.49875 -1.19694 1.02014 -0.556 0.164 0.259
H -1.59506 0.73657 1.12347 -0.074 -0.344 -0.478
H -1.30852 -1.76542 -1.68029 -0.610 -0.096 -0.822
H -1.49526 -2.66192 -0.18103 -0.054 -0.734 -0.248
H 0.14347 -2.60068 -1.09865 -1.879 1.225 1.148
H 1.24246 -1.31089 0.50985 0.548 0.212 1.011
H 1.12915 -0.42262 -0.87327 -0.021 0.662 0.887
H 0.53134 1.77508 0.42691 -0.590 -0.873 -0.076
H 0.45929 0.85685 1.88527 0.390 0.029 0.510
H 2.89988 1.49300 0.03606 0.325 0.258 0.779
H 3.00117 0.93416 1.78298 0.640 -0.511 -0.498
H 2.37711 2.46201 1.57942 0.098 -0.059 -1.101
O 1.97202 1.47054 -2.32170 0.457 0.820 0.458
H 1.41321 0.69365 -2.34670 -0.135 0.025 0.286
H 2.02557 1.79556 -1.39457 -0.412 -0.614 -1.171

***

Relative energy (zero: lowest compared OMol25 entry of this formula, charge and spin) / kJ/mol: 267.83 66.75 226.79 254.26 185.36 156.32